180
Properties=species:S:1:pos:R:3:forces:R:3:lowdin_charge:R:1 method="wB97M-V/def2-TZVPD" e_tot_ha=-3170.475138 homo_lumo_gap_ev=11.256 de_lowest_kcal_mol=28.7 total_charge=0
C -1.6134 0.1022 -0.2361 -1.25 -0.17 -0.35 -0.12
C -0.8872 0.7118 0.9534 0.38 -0.34 -0.83 -0.23
C 0.6058 0.2957 0.9710 -0.78 -0.05 0.77 -0.18
C 1.2423 0.5249 -0.3025 1.26 0.67 -2.16 -0.23
N 1.7293 0.7064 -1.3470 -0.86 -0.26 1.83 0.21
H -2.6749 0.3981 -0.2956 0.33 0.24 0.27 0.06
H -1.6901 -0.9919 -0.1742 0.46 0.12 0.04 0.04
H -1.2242 0.3895 -1.2176 0.37 -0.03 0.24 0.06
H -1.3462 0.3593 1.8746 0.05 0.18 0.16 0.08
H -0.8847 1.8022 0.8893 -0.25 -0.01 0.16 0.07
H 0.7148 -0.7687 1.2041 -0.06 0.06 0.10 0.10
H 1.0831 0.8812 1.7585 0.40 -0.13 -0.16 0.09
C -3.6723 3.2820 3.4326 1.11 -0.66 -0.05 -0.10
C -3.0700 4.5992 2.9231 -0.67 -0.18 0.14 -0.23
C -2.5924 4.4828 1.4874 1.30 0.49 0.42 -0.20
C -3.5068 3.8627 0.5829 0.80 0.62 0.76 -0.25
N -4.1531 3.3987 -0.2214 -1.59 -1.12 -1.44 0.19
H -3.6472 3.1980 4.5202 -0.46 0.29 -0.02 0.08
H -3.0350 2.4346 3.1199 -0.05 0.31 -0.05 0.05
H -4.6502 3.0382 3.0193 -0.15 0.36 0.18 0.07
H -2.1938 4.8942 3.4990 -0.11 -0.01 0.23 0.10
H -3.8105 5.4000 2.9940 0.09 0.00 0.11 0.11
H -1.6559 3.9118 1.4815 -0.12 -0.14 -0.12 0.09
H -2.2982 5.4515 1.0717 -0.18 0.03 0.02 0.11
C -4.5340 0.2018 1.8286 -0.22 0.21 0.48 -0.12
C -5.8770 0.3490 1.1343 -0.34 0.61 1.00 -0.25
C -6.8937 -0.7274 1.5440 0.10 -0.30 -0.18 -0.20
C -7.2516 -0.6601 2.9664 -0.64 0.38 3.10 -0.22
N -7.5334 -0.5625 4.1049 0.80 -0.31 -3.24 0.14
H -4.6276 0.4140 2.9015 -0.21 -0.41 -0.06 0.08
H -3.8735 1.0020 1.5033 0.28 -0.34 -0.42 0.03
H -4.1274 -0.8036 1.7072 0.37 0.16 -0.10 0.08
H -5.7796 0.4101 0.0533 -0.03 -0.13 -0.09 0.10
H -6.2813 1.3039 1.4982 -0.07 -0.02 -0.50 0.11
H -6.4868 -1.7288 1.3443 -0.13 0.14 0.05 0.11
H -7.8240 -0.6275 0.9780 0.08 -0.02 -0.02 0.12
C 1.2378 0.0944 -4.5512 -0.99 -0.41 0.41 -0.12
C 0.8687 -0.2889 -5.9754 0.67 0.54 -0.46 -0.25
C 1.7223 -1.4068 -6.5735 -0.12 -0.40 -0.16 -0.18
C 3.1495 -1.0950 -6.7007 -3.21 -0.70 0.47 -0.22
N 4.2456 -0.8563 -6.7867 3.04 0.70 -0.24 0.17
H 2.2207 0.5478 -4.4756 0.18 -0.12 0.05 0.07
H 1.1346 -0.7524 -3.8612 0.48 -0.05 -0.17 0.05
H 0.5074 0.7934 -4.1361 0.12 0.28 -0.23 0.06
H 1.0353 0.5970 -6.5992 -0.30 -0.07 -0.05 0.12
H -0.1653 -0.6001 -6.1172 -0.12 0.15 0.28 0.08
H 1.3533 -1.6507 -7.5748 0.05 0.04 0.07 0.12
H 1.6052 -2.3204 -5.9817 0.18 0.04 0.01 0.12
C 2.6320 6.3928 -1.1979 0.49 -0.35 -0.35 -0.10
C 3.6270 5.3917 -0.5895 -0.39 0.91 0.47 -0.25
C 3.0926 3.9613 -0.5643 0.71 0.21 -0.92 -0.19
C 1.8939 3.8353 0.2360 3.59 0.06 -2.20 -0.26
N 0.9600 3.7542 0.8418 -3.83 -0.31 2.57 0.22
H 1.6576 6.2935 -0.7213 -0.09 0.18 -0.10 0.06
H 2.5433 6.2210 -2.2764 -0.24 -0.13 0.14 0.08
H 2.9908 7.4166 -1.1085 -0.05 0.03 0.25 0.07
H 3.8202 5.7093 0.4457 0.10 -0.12 -0.15 0.10
H 4.5808 5.4413 -1.1158 -0.03 -0.21 -0.03 0.11
H 3.8803 3.2970 -0.2193 -0.22 -0.28 0.23 0.09
H 2.8623 3.6480 -1.5891 -0.14 -0.08 0.13 0.12
C -1.7435 -1.4802 -3.3846 -0.66 0.27 -0.43 -0.09
C -1.9996 -2.8772 -3.9234 -0.13 -0.44 0.43 -0.24
C -3.1222 -2.9358 -4.9700 0.15 0.72 -0.05 -0.18
C -3.0287 -1.8436 -5.9501 -0.07 -1.20 0.97 -0.24
N -2.9558 -0.9975 -6.7065 0.15 1.12 -0.96 0.15
H -1.2178 -1.4774 -2.4369 0.18 -0.11 -0.04 0.04
H -2.6991 -0.9618 -3.2184 0.23 -0.07 0.04 0.07
H -1.2074 -0.8949 -4.1268 0.13 0.15 0.11 0.05
H -2.3499 -3.5033 -3.0938 0.25 -0.14 -0.17 0.07
H -1.0748 -3.3311 -4.2834 -0.11 0.01 -0.09 0.09
H -4.0714 -2.8075 -4.4407 0.07 -0.10 -0.28 0.08
H -3.1427 -3.8675 -5.5284 -0.07 -0.19 0.19 0.12
C 7.1423 3.3071 1.9845 0.59 -0.15 0.13 -0.10
C 6.3555 3.3480 3.2809 0.35 -0.50 -0.32 -0.25
C 4.8759 3.5247 3.0591 -0.76 0.06 0.13 -0.18
C 4.3080 2.4129 2.3074 -0.27 -0.43 -0.34 -0.23
N 3.8262 1.5472 1.7221 0.13 0.08 0.15 0.20
H 8.1384 2.9322 2.2326 0.01 0.00 -0.28 0.08
H 7.2850 4.2742 1.5053 -0.23 0.12 0.01 0.08
H 6.6871 2.6137 1.2781 0.04 -0.01 -0.10 0.06
H 6.7592 4.1106 3.9371 -0.13 0.11 0.22 0.11
H 6.4831 2.3706 3.7481 0.09 0.12 0.33 0.12
H 4.6383 4.4287 2.4935 0.00 0.16 0.18 0.12
H 4.3199 3.5028 4.0023 0.17 0.37 -0.04 0.08
C -0.0610 3.7180 -2.5884 0.35 -0.45 -0.36 -0.10
C -1.5286 3.5203 -2.2079 0.72 -0.37 0.18 -0.25
C -2.3476 4.7739 -2.4610 -0.16 0.29 -0.60 -0.20
C -1.8313 5.9661 -1.7904 1.17 2.49 1.84 -0.22
N -1.4187 6.9126 -1.2257 -1.10 -2.60 -1.53 0.14
H 0.0558 4.1261 -3.5999 -0.15 0.15 0.15 0.09
H 0.4685 2.7600 -2.6167 -0.11 -0.01 0.18 0.04
H 0.4884 4.3476 -1.8854 -0.29 0.14 -0.10 0.04
H -1.5795 3.1856 -1.1689 -0.08 0.26 0.04 0.08
H -1.9433 2.6822 -2.7743 -0.13 0.22 -0.15 0.11
H -3.3949 4.6624 -2.1910 -0.03 -0.10 0.06 0.09
H -2.3118 5.0055 -3.5341 -0.07 -0.09 0.10 0.13
C -1.2941 -7.1498 0.0429 -0.10 0.39 -0.29 -0.10
C -2.8024 -6.9139 -0.1091 0.20 -0.18 0.54 -0.23
C -3.1211 -5.5696 -0.7680 -0.24 -0.27 -0.84 -0.19
C -2.4690 -4.4236 -0.1637 1.02 2.01 1.15 -0.20
N -1.9574 -3.4813 0.2993 -0.92 -1.81 -0.86 0.20
H -0.8151 -7.1019 -0.9408 -0.02 -0.06 0.09 0.07
H -1.0516 -8.1096 0.4930 -0.14 -0.05 0.04 0.07
H -0.8350 -6.3604 0.6463 -0.06 -0.10 0.03 0.05
H -3.3212 -6.9483 0.8580 0.27 0.03 -0.02 0.11
H -3.2456 -7.7255 -0.6885 -0.02 0.19 -0.21 0.11
H -4.1990 -5.3880 -0.7913 0.05 0.02 0.13 0.11
H -2.8227 -5.5524 -1.8261 0.05 -0.18 0.15 0.11
C -1.6983 -5.1541 4.8866 -0.07 0.33 1.04 -0.11
C -1.4208 -5.1057 3.4002 -0.47 -0.20 0.65 -0.27
C -0.3589 -4.0828 3.0985 0.48 0.27 -0.24 -0.21
C -0.7432 -2.7123 3.4133 0.14 -0.73 0.01 -0.24
N -1.0084 -1.6292 3.6552 -0.26 1.00 0.12 0.19
H -2.4134 -5.9298 5.1613 -0.01 -0.04 -0.15 0.07
H -2.0967 -4.2045 5.2674 -0.04 -0.10 -0.23 0.08
H -0.7932 -5.3135 5.4852 -0.02 -0.12 -0.24 0.07
H -2.3525 -4.8564 2.8950 0.06 -0.22 -0.37 0.10
H -1.0469 -6.0877 3.1162 -0.13 -0.01 -0.44 0.11
H -0.0834 -4.0569 2.0419 0.11 -0.26 0.02 0.09
H 0.5096 -4.3266 3.7154 0.12 0.11 -0.16 0.11
C 6.8004 0.5089 -2.1836 -0.18 0.33 -0.55 -0.09
C 5.7731 1.3036 -3.0022 -0.14 0.06 1.04 -0.27
C 5.6606 0.8909 -4.4517 0.19 -0.27 0.49 -0.22
C 6.8859 1.0828 -5.1994 -1.29 -0.04 0.57 -0.25
N 7.8402 1.2278 -5.7930 1.69 0.28 -0.93 0.15
H 6.8485 0.9265 -1.1826 0.05 -0.15 0.21 0.06
H 7.7972 0.5624 -2.6285 -0.05 0.00 0.02 0.07
H 6.4948 -0.5377 -2.1406 0.10 -0.02 0.13 0.07
H 5.9379 2.3804 -2.8911 0.15 -0.07 -0.18 0.11
H 4.7867 1.1114 -2.5629 0.02 0.10 0.02 0.09
H 4.8565 1.4596 -4.9020 -0.19 -0.23 -0.40 0.11
H 5.4681 -0.1823 -4.4542 -0.40 0.04 -0.37 0.10
C 3.3070 -2.1528 -2.1850 0.02 0.29 0.14 -0.10
C 2.5876 -2.6234 -0.9156 1.17 -0.04 0.15 -0.25
C 1.0985 -2.8351 -1.0959 -0.40 0.31 0.44 -0.20
C 0.7489 -3.9583 -1.9561 0.60 1.77 1.46 -0.23
N 0.4536 -4.8171 -2.6287 -0.64 -1.94 -1.46 0.17
H 4.3710 -2.3933 -2.1737 -0.05 -0.12 0.11 0.07
H 3.2347 -1.0649 -2.2433 -0.13 -0.08 -0.27 0.03
H 2.8832 -2.5979 -3.0881 -0.01 0.01 0.03 0.07
H 2.7630 -1.8954 -0.1144 -0.26 0.12 -0.20 0.09
H 3.0976 -3.5143 -0.5271 -0.46 -0.19 -0.19 0.11
H 0.6125 -1.9467 -1.5162 0.26 0.00 -0.04 0.09
H 0.6075 -2.9722 -0.1263 -0.01 -0.19 -0.12 0.09
C -4.6945 -2.1043 -1.7148 -0.32 0.45 0.38 -0.10
C -6.1094 -2.6880 -1.5101 1.53 0.24 0.41 -0.24
C -6.5939 -3.4074 -2.7427 -0.84 -0.95 -0.43 -0.18
C -5.6623 -4.4194 -3.2487 0.12 0.05 0.03 -0.23
N -4.9398 -5.2164 -3.6499 0.01 -0.06 0.09 0.18
H -4.2515 -1.7423 -0.7797 -0.29 0.04 -0.02 0.06
H -4.7651 -1.2430 -2.3873 0.25 -0.20 -0.09 0.09
H -3.9688 -2.8338 -2.0761 -0.26 -0.02 -0.23 0.04
H -6.7786 -1.8704 -1.2604 -0.26 -0.07 0.06 0.10
H -6.0430 -3.3703 -0.6576 -0.36 -0.06 -0.08 0.11
H -6.8414 -2.7475 -3.5765 0.12 0.18 0.10 0.13
H -7.5062 -3.9889 -2.5393 0.01 0.36 0.04 0.13
C 3.0333 -2.4454 3.3176 0.71 0.06 -0.17 -0.08
C 2.5367 -1.1757 3.9882 -0.56 -0.10 -0.32 -0.26
C 2.4657 -1.2480 5.5066 0.36 -0.02 0.25 -0.19
C 1.6594 -2.3317 6.0557 1.09 1.98 -1.19 -0.24
N 1.0372 -3.1617 6.4986 -1.49 -2.13 0.99 0.16
H 3.4192 -2.2084 2.3217 -0.10 -0.08 0.02 0.06
H 2.2469 -3.1857 3.2026 -0.06 -0.05 0.08 0.05
H 3.8578 -2.9143 3.8655 -0.07 0.05 0.00 0.08
H 1.5427 -0.9920 3.5669 0.03 0.27 0.30 0.07
H 3.1429 -0.3046 3.7400 0.16 -0.11 -0.07 0.09
H 2.1047 -0.2987 5.9002 0.00 -0.02 0.15 0.10
H 3.4647 -1.4226 5.9223 0.03 0.28 -0.11 0.13
C -0.1146 2.5004 4.6126 0.00 -0.24 -0.15 -0.08
C 0.7652 3.7189 4.5263 0.38 0.45 -0.76 -0.27
C 1.6017 3.9385 5.7568 0.40 0.82 0.84 -0.20
C 2.6808 2.9849 5.9741 -0.23 -0.31 -0.06 -0.23
N 3.5663 2.2685 6.1106 0.15 -0.20 -0.01 0.16
H -0.7816 2.4955 3.7523 -0.02 -0.33 -0.03 0.05
H -0.7221 2.4524 5.5182 -0.02 0.21 0.02 0.09
H 0.5143 1.6057 4.6131 -0.19 -0.10 -0.16 0.07
H 0.2122 4.6408 4.3301 -0.25 -0.10 0.23 0.11
H 1.4283 3.6520 3.6558 -0.08 -0.20 0.01 0.09
H 0.9572 3.9634 6.6390 0.12 -0.09 0.09 0.13
H 2.1236 4.9055 5.7380 -0.29 0.00 -0.11 0.13